(1)
A molecular structure, C24H23F4N5OTa at a distorted geometry, computed with ωB97M-V/def2-TZVPD.

Cartesian coordinates (Å):
Ta1 0.0002 0.0859 -0.0203
C1 1.6205 2.3330 -1.9100
N1 0.7323 2.2864 -0.7261
C2 1.3898 2.9639 0.4159
C3 -0.5740 2.9133 -1.0323
C4 -1.5686 2.7004 0.0976
N2 -1.4362 1.3528 0.6854
C5 -2.1853 1.1156 1.8433
C6 -1.7104 0.1670 2.7442
F1 -0.5406 -0.4712 2.3745
C7 -2.2983 -0.1235 3.9529
F2 -1.7386 -1.0200 4.7404
C8 -3.4663 0.5301 4.3095
C9 -4.0062 1.4419 3.4182
F3 -5.1360 2.0505 3.6921
C10 -3.3888 1.7369 2.2056
F4 -3.9992 2.5711 1.3709
H1 1.8253 3.3707 -2.1818
H2 1.1520 1.8419 -2.7642
H3 2.5658 1.8410 -1.6872
H4 1.6360 3.9913 0.1353
H5 2.3133 2.4497 0.6743
H6 0.7417 2.9907 1.2905
H7 -0.9492 2.4728 -1.9614
H8 -0.4558 3.9872 -1.1994
H9 -2.5622 2.8256 -0.3315
H10 -1.4714 3.4560 0.8794
H11 -3.9485 0.3345 5.2593
C11 0.1837 -4.5291 0.1825
C12 -0.2282 -3.1100 0.1353
N3 0.6122 -2.1211 0.1693
N4 1.9372 -2.3273 0.2756
C13 2.6168 -1.2214 0.2349
O1 1.9040 -0.0684 0.1388
C14 4.0546 -1.2034 0.2485
C15 4.7751 -2.4079 0.1701
C16 6.1530 -2.3815 0.1518
C17 6.8310 -1.1653 0.1983
C18 6.1244 0.0308 0.2928
C19 4.7459 0.0164 0.3076
C20 -1.6270 -2.7069 -0.0066
C21 -2.6641 -3.6205 0.0784
C22 -3.9742 -3.1923 -0.1025
C23 -4.2105 -1.8509 -0.3626
C24 -3.1359 -0.9827 -0.4118
N5 -1.8694 -1.3890 -0.2361
H12 1.2651 -4.6148 0.2009
H13 -0.2090 -5.0747 -0.6786
H14 -0.2180 -5.0131 1.0780
H15 4.2433 -3.3468 0.1105
H16 6.7063 -3.3087 0.0992
H17 7.9119 -1.1488 0.1621
H18 6.6559 0.9691 0.3693
H19 4.1937 0.9450 0.3815
H20 -2.4512 -4.6595 0.2866
H21 -4.7906 -3.9008 -0.0457
H22 -5.2104 -1.4725 -0.5248
H23 -3.2942 0.0695 -0.6062

Properties
* lowest unoccupied orbital energy (spin up / spin down): -0.4619 / -0.4619 hartree
* net charge: +3
* electronic energy: -47152.875 eV
* HOMO level (spin up / spin down): -16.82 / -16.82 eV
* HOMO-LUMO gap (spin up / spin down): 0.1563 / 0.1563 hartree
* energy relative to the best compared isomer or geometry (same formula, charge and spin): 37.42 kcal per mole

***

(2)
A molecular structure, C24H23HfN8O5S3, computed with ωB97M-V/def2-TZVPD.

Cartesian coordinates (Å):
Hf1 -0.0960 -0.1879 0.0734
O1 -2.9666 -2.7302 1.8149
C1 -2.0807 -2.2167 1.1683
N1 -1.4273 -1.0581 1.4454
C2 -1.9013 -0.2559 2.5383
C3 -2.0532 1.1733 2.0694
C4 -2.6301 2.1478 2.8707
C5 -2.7208 3.4425 2.3993
C6 -2.2136 3.7489 1.1394
C7 -1.6222 2.7437 0.4135
N2 -1.5442 1.4748 0.8584
C8 -1.6410 -2.8426 -0.1424
C9 -1.9036 -4.1742 -0.3882
C10 -1.5049 -4.7044 -1.6055
C11 -0.8677 -3.8847 -2.5298
C12 -0.6268 -2.5672 -2.1971
N3 -1.0019 -2.0483 -1.0175
H1 -1.1897 -0.2606 3.3719
H2 -2.8459 -0.6479 2.9221
H3 -3.0060 1.8782 3.8480
H4 -3.1767 4.2141 3.0049
H5 -2.2623 4.7505 0.7387
H6 -1.1747 2.9482 -0.5519
H7 -2.4165 -4.7543 0.3649
H8 -1.6860 -5.7456 -1.8364
H9 -0.5518 -4.2650 -3.4903
H10 -0.1191 -1.8957 -2.8775
S1 1.7834 -1.7383 0.6500
C13 2.3301 -0.3984 1.6402
S2 1.5748 1.1665 1.3447
C14 3.2330 -0.5597 2.6399
C15 3.8128 -1.8401 2.8961
N4 4.2778 -2.8752 3.0775
C16 3.6294 0.5456 3.4533
N5 3.9421 1.4338 4.1121
C17 4.8106 1.6789 -9.2180
C18 3.5980 1.6212 -8.2973
S3 3.7950 0.3137 -7.1138
O2 3.7149 -0.9492 -7.7894
O3 4.9135 0.6226 -6.2588
C19 2.3401 0.4041 -6.0611
C20 2.4828 1.4647 -4.9851
N6 1.4430 1.3010 -3.9546
C21 1.6379 0.6571 -2.7915
N7 0.5014 0.6387 -2.0769
C22 -0.4351 1.3191 -2.8002
C23 0.1317 1.7181 -3.9638
N8 -0.5017 2.4601 -5.0236
O4 0.1427 2.6632 -6.0339
O5 -1.6249 2.8479 -4.7968
C24 2.9345 0.0713 -2.3692
H11 4.6689 2.4882 -9.9320
H12 4.9256 0.7478 -9.7697
H13 5.7204 1.8705 -8.6521
H14 2.6784 1.4182 -8.8473
H15 3.4792 2.5507 -7.7370
H16 2.3009 -0.5940 -5.6190
H17 1.4493 0.5453 -6.6726
H18 2.4130 2.4735 -5.3789
H19 3.4400 1.3550 -4.4835
H20 -1.4529 1.4773 -2.4820
H21 3.7240 0.8225 -2.3971
H22 3.2249 -0.7550 -3.0207
H23 2.8459 -0.3044 -1.3541

Properties
* lowest unoccupied orbital energy: -0.1507 hartree
* net charge: +1
* electronic energy: -81227.063 eV
* HOMO level: -11.21 eV
* HOMO-LUMO gap: 0.2611 hartree
* energy relative to the best compared isomer or geometry (same formula, charge and spin): 7.09 kcal per mole

***

Which value of energy relative to the best compared isomer or geometry (same formula, charge and spin) does entry 1 give? 37.42 kcal per mole